{"formula": "C2H3NO2S", "method": "ωB97M-V/def2-TZVPD", "relative_energy_kj_mol": 269.7, "lumo_ev": -0.656, "homo_ev": -9.317, "energy_ha": -681.3566, "gap_ev": 8.661, "species": ["C", "C", "H", "H", "H", "N", "O", "O", "S"], "coordinates": [[0.4086, 0.8170, 0.1969], [-0.9604, 0.2886, 0.1225], [2.4149, -1.3250, -0.3204], [0.5287, 1.8041, 0.5473], [-2.0753, -1.0500, -0.3126], [1.5518, 0.2508, -0.0475], [1.4918, -1.0612, -0.3674], [-1.1237, -0.9614, -0.2626], [-2.2364, 1.2370, 0.4436]], "lowdin_charge": [-0.158, -0.874, 0.106, 0.087, 0.082, 0.011, -0.022, 0.025, 0.743]}

---

{"formula": "C19H28CoF5O3Te", "method": "ωB97M-V/def2-TZVPD", "total_charge": -1, "spin_multiplicity": 4, "lumo_ev": [1.845, 1.851], "homo_ev": [-3.523, -4.151], "energy_ha": -3116.5282, "s_squared": 3.773, "gap_ev": [5.368, 6.002], "species": ["O", "C", "C", "H", "H", "C", "H", "H", "C", "H", "H", "H", "C", "H", "H", "H", "Co", "C", "C", "C", "H", "C", "C", "H", "H", "H", "H", "C", "C", "C", "H", "C", "C", "H", "H", "H", "H", "O", "C", "C", "H", "H", "C", "H", "H", "C", "H", "H", "H", "H", "F", "Te", "F", "F", "F", "F", "O"], "coordinates": [[0.9379, -1.4018, -1.0701], [-0.3817, -0.7615, -0.7516], [-0.6814, -1.7858, 0.3694], [-1.0595, -0.7556, -1.6050], [-0.2165, 0.2862, -0.3978], [0.8201, -2.1855, 0.1677], [-1.4146, -2.5680, 0.2245], [-0.8718, -1.2559, 1.3040], [1.3259, -3.5704, -0.1655], [0.9581, -3.9483, -1.1223], [1.0739, -4.3065, 0.6094], [2.4295, -3.5219, -0.2189], [1.4309, -1.7077, 1.4738], [1.0029, -0.8030, 1.9459], [2.4934, -1.5384, 1.4408], [1.2396, -2.5168, 2.2090], [0.5711, 2.4334, 1.4580], [0.4094, 3.0415, 3.3416], [-0.8038, 3.7046, 2.9063], [-1.7890, 2.7194, 2.6848], [-0.9348, 4.7835, 2.8813], [-1.2353, 1.4450, 2.9454], [0.1207, 1.6061, 3.3482], [0.7576, 0.8607, 3.8145], [1.2878, 3.5326, 3.7674], [-2.8153, 2.9216, 2.4094], [-1.7629, 0.4897, 2.8896], [2.5196, 3.1363, 1.3383], [2.7929, 1.8409, 1.9650], [3.1119, 0.9253, 0.9326], [2.9464, 1.7023, 3.0349], [2.8840, 1.5573, -0.3206], [2.6045, 2.9183, -0.0903], [2.6101, 3.7133, -0.8214], [2.5946, 4.1083, 1.8184], [3.6111, -0.0223, 1.0681], [2.9773, 1.1015, -1.3031], [-1.2913, -2.5937, -2.2912], [-1.2613, -4.0056, -1.9825], [-2.1383, -4.7774, -2.9795], [-1.6405, -4.1837, -0.9483], [-0.2203, -4.3560, -2.0532], [-2.9509, -3.6880, -3.6971], [-2.7783, -5.4756, -2.4408], [-1.5238, -5.3354, -3.6846], [-2.3258, -2.3367, -3.2684], [-3.9897, -3.7440, -3.3635], [-2.9353, -3.8376, -4.7792], [-3.0882, -1.6788, -2.8010], [-1.8922, -1.8216, -4.1473], [0.5914, 5.1992, 0.5296], [-0.5013, 4.4701, -0.8703], [-0.7472, 6.2640, -1.4525], [-2.0332, 4.7225, 0.2573], [-1.5879, 3.8438, -2.2927], [1.0139, 4.4232, -1.9983], [-0.2446, 2.7325, -0.2184]], "lowdin_charge": [-0.082, -0.103, -0.066, 0.093, 0.101, -0.521, 0.082, 0.082, -0.029, 0.037, 0.088, 0.096, -0.048, 0.069, 0.049, 0.098, 0.584, -0.242, -0.161, -0.154, 0.098, -0.147, -0.220, 0.094, 0.108, 0.091, 0.087, -0.267, -0.195, -0.151, 0.091, -0.132, -0.174, 0.071, 0.096, 0.073, 0.088, -0.195, -0.189, -0.157, 0.120, 0.093, -0.158, 0.102, 0.102, -0.165, 0.101, 0.101, 0.123, 0.123, -0.378, 1.895, -0.378, -0.386, -0.387, -0.380, -0.572]}

---

{"formula": "C7H13N2OS", "method": "ωB97M-V/def2-TZVPD", "total_charge": 1, "relative_energy_kj_mol": 361.1, "lumo_ev": [-3.827, -3.267], "homo_ev": [-9.322, -9.625], "energy_ha": -857.0930, "gap_ev": [5.495, 6.358], "species": ["C", "C", "C", "C", "C", "C", "C", "N", "N", "O", "S", "H", "H", "H", "H", "H", "H", "H", "H", "H", "H", "H", "H", "H"], "coordinates": [[-1.9627, -1.2769, 0.8346], [2.5616, -0.8544, -0.8714], [-0.8787, 0.2045, -0.5308], [-0.0426, -0.1317, 0.6840], [3.2706, -0.6117, 0.2942], [-3.2327, -0.4709, -1.1246], [1.2820, 2.2577, 0.2972], [-2.0483, -0.6345, -0.3332], [-0.8351, -0.9846, 1.4492], [1.8789, -0.9771, -1.7979], [0.9256, 1.0424, 1.5929], [-2.6972, -1.9749, 1.1883], [-1.1636, 1.2628, -0.6373], [-0.3549, -0.0898, -1.4618], [3.5218, -1.5488, 0.7948], [2.6610, 0.0153, 1.0257], [4.2008, -0.0795, 0.0852], [-3.8851, -1.3309, -0.9862], [-3.7744, 0.4370, -0.8411], [-2.9564, -0.3986, -2.1764], [2.0753, 2.8927, 0.6777], [0.3982, 2.8613, 0.1103], [1.5973, 1.7517, -0.6107], [-0.5416, -1.3613, 2.3373]], "lowdin_charge": [-0.060, -0.083, -0.153, -0.568, -0.043, -0.018, -0.346, -0.130, 0.031, 0.239, 0.881, 0.158, 0.122, 0.108, 0.134, 0.004, 0.130, 0.100, 0.104, 0.101, 0.049, 0.044, 0.036, 0.162]}

---

{"formula": "C30H41F10GaN3O6P2", "method": "ωB97M-V/def2-TZVPD", "total_charge": 1, "relative_energy_kj_mol": 0.0, "lumo_ev": -1.825, "homo_ev": -10.503, "energy_ha": -5389.6749, "gap_ev": 8.679, "species": ["Ga", "C", "N", "C", "C", "N", "C", "C", "F", "C", "F", "C", "F", "C", "F", "C", "F", "C", "C", "N", "C", "C", "F", "C", "F", "C", "F", "C", "F", "C", "F", "H", "H", "H", "H", "H", "H", "H", "H", "H", "H", "H", "C", "C", "C", "O", "P", "O", "C", "P", "O", "O", "C", "C", "C", "O", "C", "C", "C", "O", "C", "C", "C", "H", "H", "H", "H", "H", "H", "H", "H", "H", "H", "H", "H", "H", "H", "H", "H", "H", "H", "H", "H", "H", "H", "H", "H", "H", "H", "H", "H", "H", "H"], "coordinates": [[-0.0133, -0.0627, 0.0035], [0.0607, 2.2874, -1.8291], [0.0172, 2.0292, -0.3826], [-1.2465, 2.4698, 0.2107], [-2.3559, 1.5290, -0.2769], [-1.8524, 0.1590, -0.2654], [-2.7602, -0.8324, -0.6487], [-2.9677, -1.1571, -1.9885], [-2.2925, -0.4909, -2.9299], [-3.8550, -2.1424, -2.3846], [-4.0192, -2.4277, -3.6725], [-4.5740, -2.8391, -1.4275], [-5.4129, -3.8021, -1.7918], [-4.3931, -2.5469, -0.0875], [-5.0468, -3.2448, 0.8410], [-3.4990, -1.5586, 0.2812], [-3.3097, -1.3377, 1.5947], [1.2659, 2.4153, 0.2817], [2.3841, 1.4571, -0.1733], [1.8231, 0.1272, -0.4007], [2.5472, -0.7952, -1.1293], [1.9284, -1.5289, -2.1453], [0.6382, -1.2646, -2.4362], [2.5695, -2.5149, -2.8676], [1.9143, -3.1860, -3.8144], [3.9016, -2.7924, -2.6156], [4.5337, -3.7485, -3.2922], [4.5596, -2.0739, -1.6333], [5.8312, -2.3536, -1.3491], [3.8909, -1.1028, -0.9092], [4.5586, -0.4967, 0.0851], [0.0497, 3.3640, -2.0241], [-0.7940, 1.8220, -2.3161], [0.9640, 1.8551, -2.2530], [-1.4797, 3.5083, -0.0439], [-1.1406, 2.3946, 1.2949], [-2.6920, 1.8273, -1.2781], [-3.2205, 1.6439, 0.3851], [1.1056, 2.3211, 1.3563], [1.5446, 3.4505, 0.0632], [3.1619, 1.4619, 0.5938], [2.8447, 1.8353, -1.0918], [2.0742, -2.2216, 5.7886], [1.1461, -1.0494, 5.5636], [1.5804, 0.1978, 6.2964], [1.1451, -0.7214, 4.1276], [-0.1097, -0.8442, 3.1994], [0.0750, 0.0706, 2.0315], [-0.3136, -2.5674, 2.7177], [0.5470, -2.9449, 1.1815], [-0.0207, -2.0691, 0.1065], [2.0597, -2.6504, 1.3866], [3.0340, -3.4865, 2.1117], [3.6459, -4.4879, 1.1586], [4.0456, -2.5250, 2.6880], [0.3959, -4.4694, 0.9418], [-0.3553, -5.1808, -0.1236], [-1.8208, -4.8273, -0.0423], [0.2754, -4.8878, -1.4654], [-1.3975, -0.5807, 4.0403], [-1.8403, 0.7876, 4.3802], [-2.3372, 0.7518, 5.8054], [-2.9021, 1.1752, 3.3789], [2.0546, -2.5026, 6.8415], [3.0977, -1.9583, 5.5225], [1.7708, -3.0912, 5.2040], [0.1249, -1.3186, 5.8401], [2.5854, 0.4848, 5.9854], [1.5901, 0.0093, 7.3703], [0.9049, 1.0308, 6.0999], [-1.3781, -2.7384, 2.5327], [0.0052, -3.2241, 3.5294], [2.4891, -3.9990, 2.9102], [4.1297, -3.9644, 0.3324], [2.9028, -5.1753, 0.7614], [4.4048, -5.0667, 1.6864], [4.6281, -2.0679, 1.8877], [4.7263, -3.0622, 3.3491], [3.5497, -1.7351, 3.2503], [-0.1965, -6.2211, 0.1531], [-1.9666, -3.7732, -0.2792], [-2.2305, -5.0448, 0.9449], [-2.3762, -5.4151, -0.7744], [0.1080, -3.8514, -1.7622], [-0.1727, -5.5366, -2.2184], [1.3473, -5.0877, -1.4442], [-0.9703, 1.4444, 4.2895], [-3.1643, 0.0470, 5.8945], [-2.6959, 1.7412, 6.0902], [-1.5505, 0.4617, 6.5012], [-3.7736, 0.5281, 3.4838], [-2.5246, 1.0795, 2.3615], [-3.2094, 2.2073, 3.5526]], "lowdin_charge": [0.375, -0.016, -0.261, -0.146, -0.184, -0.033, -0.168, -0.135, 0.120, -0.133, 0.141, -0.145, 0.143, -0.160, 0.130, -0.145, 0.097, -0.142, -0.170, -0.015, -0.170, -0.150, 0.086, -0.148, 0.130, -0.144, 0.135, -0.156, 0.130, -0.145, 0.101, 0.111, 0.090, 0.094, 0.138, 0.108, 0.120, 0.121, 0.116, 0.136, 0.119, 0.125, -0.030, -0.415, -0.028, -0.157, 0.522, -0.179, -0.161, 0.504, -0.190, -0.150, -0.389, -0.012, -0.022, -0.151, -0.364, -0.029, -0.026, -0.169, -0.403, -0.027, -0.032, 0.098, 0.085, 0.072, 0.132, 0.096, 0.098, 0.077, 0.089, 0.091, 0.134, 0.081, 0.076, 0.101, 0.080, 0.100, 0.069, 0.148, 0.063, 0.098, 0.105, 0.073, 0.103, 0.089, 0.139, 0.098, 0.098, 0.074, 0.098, 0.043, 0.103]}

---

{"formula": "C20H22ClN3O3", "method": "ωB97M-V/def2-TZVPD", "relative_energy_kj_mol": 327.2, "lumo_ev": 0.800, "homo_ev": -8.060, "energy_ha": -1625.4528, "gap_ev": 8.860, "species": ["C", "O", "C", "C", "C", "C", "C", "C", "O", "C", "H", "H", "H", "H", "C", "N", "C", "C", "N", "C", "N", "O", "C", "C", "C", "C", "C", "C", "C", "Cl", "H", "H", "H", "H", "H", "H", "H", "H", "C", "H", "H", "H", "H", "H", "H", "H", "H", "H", "H"], "coordinates": [[-1.1651, -3.7873, 0.6874], [-0.4891, -3.0418, -0.2947], [0.4557, -2.1465, 0.1219], [0.6686, -1.7761, 1.4352], [1.6295, -0.8270, 1.7504], [2.4036, -0.2521, 0.7625], [2.2218, -0.6496, -0.5619], [1.2486, -1.5728, -0.8981], [0.9682, -1.9968, -2.1611], [1.6688, -1.4126, -3.2348], [1.4846, -0.3355, -3.2904], [1.2767, -1.8912, -4.1306], [2.7445, -1.6038, -3.1642], [2.8352, -0.1936, -1.3229], [3.4000, 0.8213, 1.0954], [3.0143, 2.1122, 0.5326], [1.6303, 2.4527, 0.8209], [0.7371, 1.8268, -0.1899], [-0.3514, 1.1447, -0.0030], [-0.7435, 0.8391, -1.2745], [0.0596, 1.3220, -2.1797], [1.0288, 1.9782, -1.4832], [-1.9305, 0.0103, -1.6044], [-3.0152, 0.1530, -0.5781], [-3.5496, -0.9631, 0.0506], [-4.5435, -0.8430, 1.0054], [-5.0226, 0.4090, 1.3497], [-4.5150, 1.5360, 0.7283], [-3.5240, 1.4005, -0.2293], [-2.9255, 2.8223, -1.0123], [-4.8847, 2.5180, 0.9790], [-5.7943, 0.5122, 2.0974], [-4.9443, -1.7259, 1.4807], [-3.1792, -1.9383, -0.2258], [-1.6090, -1.0331, -1.6616], [-2.2844, 0.3115, -2.5941], [1.5122, 3.5372, 0.7368], [1.2953, 2.1393, 1.8206], [3.9413, 3.1496, 0.9279], [4.9450, 2.8547, 0.6257], [3.6863, 4.0748, 0.4139], [3.9446, 3.3326, 2.0140], [4.3781, 0.5706, 0.6725], [3.5060, 0.8877, 2.1931], [1.7626, -0.5378, 2.7823], [0.0770, -2.2025, 2.2287], [-1.8100, -4.4757, 0.1425], [-0.4663, -4.3610, 1.3052], [-1.7773, -3.1493, 1.3340]], "lowdin_charge": [-0.091, -0.081, -0.206, -0.005, -0.046, -0.234, 0.023, -0.207, -0.068, -0.074, 0.076, 0.096, 0.096, 0.125, -0.155, -0.208, -0.095, -0.333, 0.226, -0.415, 0.135, 0.041, -0.078, -0.237, -0.031, -0.080, -0.086, -0.103, -0.591, 0.752, 0.102, 0.103, 0.102, 0.102, 0.117, 0.134, 0.135, 0.139, -0.095, 0.085, 0.086, 0.089, 0.129, 0.125, 0.112, 0.107, 0.097, 0.100, 0.084]}

---

{"formula": "C6H11NOS", "method": "ωB97M-V/def2-TZVPD", "relative_energy_kj_mol": 307.0, "lumo_ev": 0.692, "homo_ev": -8.432, "energy_ha": -763.2896, "gap_ev": 9.124, "species": ["C", "C", "C", "C", "C", "C", "N", "O", "S", "H", "H", "H", "H", "H", "H", "H", "H", "H", "H", "H"], "coordinates": [[1.6386, 0.4665, 2.5356], [0.7658, -0.5335, 2.5594], [0.4338, 0.7673, 0.4502], [1.5615, 0.0205, -0.3549], [-2.3488, -0.3421, -2.3843], [-1.0270, -0.6636, -1.6516], [0.6018, 1.6882, 1.3296], [2.6223, 1.0427, 2.8081], [-1.1903, 0.2822, -0.1040], [1.0198, -1.3612, 3.2597], [-0.2441, -0.3019, 2.5281], [1.7541, 0.4547, -1.3269], [1.3669, -1.0387, -0.2680], [2.5150, 0.2535, 0.1925], [-2.4552, -0.8014, -3.3019], [-3.1474, -0.6512, -1.8523], [-2.4192, 0.6689, -2.4768], [-0.1651, -0.3806, -2.1807], [-1.0207, -1.7070, -1.4924], [-0.2619, 2.1369, 1.7306]], "lowdin_charge": [-0.411, -0.033, -0.702, -0.072, -0.153, -0.467, 0.052, 0.123, 0.971, 0.085, 0.013, 0.075, 0.076, 0.092, 0.058, 0.032, 0.035, 0.049, 0.063, 0.113]}

---

{"formula": "C7H6", "method": "ωB97M-V/def2-TZVPD", "relative_energy_kj_mol": 796.6, "lumo_ev": [0.572, -0.990], "homo_ev": [-8.806, -8.161], "energy_ha": -269.9327, "gap_ev": [9.378, 7.170], "species": ["C", "C", "C", "C", "C", "C", "C", "H", "H", "H", "H", "H", "H"], "coordinates": [[1.0734, 0.6341, -1.8171], [2.0444, 0.4011, -0.7763], [-0.1783, 0.0865, -1.4164], [0.6375, 1.1465, -0.2876], [1.3527, -0.2776, 0.2816], [0.0086, -0.4488, -0.1399], [-2.7625, -0.7846, 1.5793], [1.2585, 1.2445, -2.6815], [3.0337, 0.8233, -0.7229], [1.7577, -0.4668, 1.2585], [-2.4414, -0.4001, 2.5238], [-2.7672, -1.8398, 1.4103], [-3.0172, -0.1182, 0.7882]], "lowdin_charge": [-0.154, -0.102, -0.033, 0.057, -0.121, -0.045, 0.081, 0.127, 0.138, 0.131, -0.026, -0.027, -0.027]}

---

{"formula": "C2H2O4S", "method": "ωB97M-V/def2-TZVPD", "relative_energy_kj_mol": 113.9, "lumo_ev": -0.283, "homo_ev": -10.217, "energy_ha": -776.4779, "gap_ev": 9.934, "species": ["C", "C", "O", "O", "O", "O", "S", "H", "H"], "coordinates": [[-0.1131, 1.2177, -0.7917], [0.0744, 0.3724, 0.5185], [0.6317, 2.1317, -0.9836], [-0.4516, -2.8116, -0.1726], [-0.9290, -0.4805, 0.9573], [1.0591, -0.6041, 0.0710], [0.0728, -1.8397, 0.7526], [-0.8014, 0.8561, -1.6413], [0.4570, 1.1581, 1.2898]], "lowdin_charge": [-0.185, -0.441, 0.082, -0.364, -0.233, -0.250, 1.049, 0.157, 0.185]}